C6H28O8 | ωB97M-V/def2-TZVPD

Structure (XYZ):
```
42
Properties=species:S:1:pos:R:3:forces:R:3:lowdin_charge:R:1
C -10.02092 -6.78887 -25.25984 0.892 -0.311 0.963 -0.140
O -10.01497 -7.78114 -24.21201 -0.228 0.292 -0.212 -0.132
H -10.03381 -7.29692 -26.22032 -0.363 0.253 -0.117 0.057
H -10.83875 -6.09513 -25.06514 -0.214 -0.216 -0.386 0.075
H -9.09864 -6.20209 -25.19716 -0.084 0.024 -0.196 0.082
H -9.13088 -7.82113 -23.84606 0.057 -0.072 -0.007 0.064
C -9.56912 -7.46675 -30.43538 -1.598 0.311 -0.335 -0.131
O -9.20831 -7.17719 -29.09811 0.767 0.067 -0.366 -0.129
H -10.58477 -7.07648 -30.59939 -0.054 -0.443 0.069 0.089
H -9.04257 -6.97534 -31.26139 0.878 0.029 0.647 0.067
H -9.58210 -8.54928 -30.58184 0.143 0.035 -0.081 0.064
H -9.90484 -6.65090 -28.68475 -0.086 0.046 0.016 0.046
C -11.33143 -12.11605 -31.83007 -0.201 0.325 0.064 -0.153
O -10.31338 -11.13416 -31.66986 -0.145 0.142 0.098 -0.137
H -11.10436 -12.91958 -31.13676 0.089 -0.191 -0.186 0.081
H -12.32322 -11.73238 -31.56554 0.045 0.081 0.045 0.072
H -11.38854 -12.46006 -32.86342 0.112 -0.267 0.042 0.078
H -10.59056 -10.33875 -32.13521 0.054 -0.021 -0.016 0.066
C -5.74398 -7.84608 -28.67581 0.090 0.789 -0.960 -0.187
O -6.86397 -8.10722 -27.88031 -0.088 -0.369 0.303 -0.128
H -5.98971 -7.81523 -29.74783 -0.077 -0.235 0.068 0.062
H -5.31795 -6.85163 -28.48367 0.071 -0.095 0.276 0.074
H -4.95671 -8.58811 -28.55707 -0.119 -0.160 0.307 0.072
H -7.66663 -7.79453 -28.32915 0.114 0.084 0.060 0.026
C -7.79781 -8.80303 -33.29597 0.070 0.738 0.431 -0.132
O -6.61703 -8.05888 -32.96556 -0.105 -0.149 -0.226 -0.132
H -8.10628 -9.41098 -32.44456 0.130 -0.330 -0.164 0.065
H -8.57801 -8.05140 -33.43574 -0.110 -0.160 -0.232 0.073
H -7.66896 -9.37957 -34.20840 -0.101 -0.142 0.030 0.085
H -5.85437 -8.50915 -33.33699 0.025 -0.004 0.098 0.084
C -6.31300 -5.06675 -32.12049 -0.275 -1.079 -0.611 -0.151
O -7.46269 -5.07154 -32.97038 -0.139 0.411 0.169 -0.137
H -6.28583 -4.15219 -31.54190 -0.026 0.116 -0.057 0.078
H -6.36720 -5.94952 -31.47992 0.141 0.248 0.367 0.050
H -5.42544 -5.20177 -32.74460 0.233 0.373 0.212 0.077
H -7.50219 -5.94658 -33.36530 0.142 -0.087 -0.005 0.033
O -11.72503 -6.58183 -28.13650 -0.091 -0.391 -0.085 -0.068
H -11.79201 -7.54961 -28.26713 -0.164 0.318 -0.057 0.013
H -12.34516 -6.38727 -27.42794 0.099 0.089 0.020 0.055
O -12.02819 -9.32091 -28.90210 0.195 -0.183 -0.052 -0.037
H -11.20758 -9.79974 -29.08089 -0.072 0.064 0.019 0.055
H -12.72066 -9.83857 -29.32419 -0.008 0.072 0.047 0.054
```
Forces are in eV/Å.

The calculation puts the energy above the lowest of the compared OMol25 structures with the same formula, charge and spin at 96.09 kcal/mol. The structure (SMILES) is CO.CO.CO.CO.CO.CO.O.O. The calculation puts the HOMO energy at -9.44 eV.

C6H2AgBF9N4O3 | ωB97M-V/def2-TZVPD

Structure (XYZ):
```
26
Properties=species:S:1:pos:R:3:forces:R:3:lowdin_charge:R:1
O 3.93997 -1.53235 0.65901 -0.700 0.555 -0.455 0.229
B 4.54968 -0.34306 0.37886 0.657 -0.810 -0.010 -0.688
O 5.74891 -0.16950 -0.15634 -0.350 0.395 -0.333 0.294
O 3.81622 0.87404 0.74293 -0.105 -0.088 -0.240 0.287
C 2.59757 0.99683 0.43376 0.529 0.191 0.557 -0.290
N 2.18220 1.30101 -0.82423 -0.280 -0.047 -0.092 0.286
N 0.97327 1.42408 -1.09332 0.280 -0.091 -0.005 0.247
C 0.03276 1.27895 -0.17353 -0.531 -0.006 0.003 -0.134
C -1.44440 1.43186 -0.53218 0.444 -0.030 -0.132 -0.396
F -1.51217 2.32019 -1.51180 -0.028 0.174 -0.314 0.200
F -2.11439 1.88788 0.52360 -0.139 -0.047 0.261 0.188
C -2.10558 0.09322 -1.04389 -0.208 0.269 -0.265 -0.318
F -2.90144 0.44098 -2.10396 -0.027 -0.136 0.521 0.113
F -1.19340 -0.74757 -1.52888 0.154 0.088 0.244 0.189
C -2.99688 -0.68212 -0.00226 1.993 -0.412 0.582 -0.330
F -3.42781 -1.79676 -0.65314 0.375 -0.252 0.162 0.112
F -4.07315 0.05091 0.36189 0.676 0.433 1.209 0.101
C -2.28770 -1.20841 1.29189 -0.430 0.016 -0.263 -0.609
F -2.18615 -0.25554 2.17932 0.298 0.680 0.344 0.230
F -3.02205 -2.16823 1.77314 -0.542 -0.688 0.312 0.252
F -1.09736 -1.68420 0.97188 0.614 0.032 -0.156 0.210
N 0.41987 1.01424 1.06882 0.145 -0.041 0.068 0.242
N 1.61092 0.88121 1.36875 -0.140 0.043 0.015 0.299
H 3.48669 -1.96260 -0.07752 0.252 -0.332 0.229 0.135
H 6.08270 -0.94851 -0.62485 0.307 0.067 0.390 0.157
Ag -5.07828 -0.49652 -1.42798 -3.244 0.038 -2.632 0.997
```
Forces are in eV/Å.

Its spin multiplicity is 2. As for the charge: +2. The calculation puts the HOMO energy (alpha / beta) at -18.10 / -18.28 eV.

C6H2Cl3NO4PdTe4 | ωB97M-V/def2-TZVPD

Structure (XYZ):
```
21
Properties=species:S:1:pos:R:3:forces:R:3:lowdin_charge:R:1
Pd 0.16153 0.26363 0.39379 -0.249 -0.396 -0.676 -0.157
Te 2.05886 -0.67779 -1.07680 0.019 0.198 -0.088 -0.007
Te 4.08194 -0.14875 2.06339 -0.292 0.023 0.142 -0.164
Te 1.46917 0.16081 2.49180 2.456 -0.281 0.278 0.001
Te -1.43425 0.48803 2.32076 -1.847 0.521 0.027 1.002
Cl -6.91966 0.96052 0.00014 -0.007 0.000 0.006 0.583
C -5.48299 0.14318 0.59246 -0.004 -0.019 -0.007 -0.671
C -4.40862 0.89554 1.05513 0.002 0.013 -0.051 -0.132
C -3.32471 0.18528 1.49616 -0.016 0.027 -0.015 -0.443
Cl -1.55607 2.96842 2.02686 -0.203 -0.019 0.254 -0.256
C -3.21895 -1.21356 1.49082 -0.020 -0.084 0.080 -0.582
O -2.07346 -1.66026 1.94020 -0.167 0.084 0.188 -0.299
C -4.33427 -1.92295 1.03740 -0.009 0.019 -0.020 -0.595
Cl -4.32706 -3.66570 1.04616 0.014 -0.004 -0.015 0.636
C -5.45474 -1.24169 0.58177 -0.018 0.008 0.019 -0.153
H -4.42050 1.97680 1.04127 0.010 0.000 0.018 0.094
H -6.30680 -1.79826 0.21706 0.004 -0.001 -0.006 0.093
O -2.76290 0.19988 -2.65848 0.097 0.017 0.038 -0.020
N -1.66100 0.10175 -2.11383 -0.080 0.027 -0.048 -0.582
O -0.68333 -0.38238 -2.67985 -0.074 0.025 0.046 -0.118
O -1.56187 0.53871 -0.90510 0.381 -0.158 -0.169 -0.230
```
Forces are in eV/Å.

Its spin multiplicity is 3. As for the charge: -2. The calculation puts the energy above the lowest of the compared OMol25 structures with the same formula, charge and spin at 0.00 kcal/mol. The calculation puts the HOMO energy (alpha / beta) at -1.65 / -1.36 eV.

C6H2F18KO19S6 | ωB97M-V/def2-TZVPD

Structure (XYZ):
```
52
Properties=species:S:1:pos:R:3:forces:R:3:lowdin_charge:R:1
K -0.45501 -0.16181 -0.15323 0.202 -0.156 0.020 0.762
C -3.09890 3.15730 1.80638 1.106 -2.137 -0.187 -0.629
F -4.24642 3.78959 1.81218 -0.664 1.335 0.030 0.122
F -2.64698 3.11252 0.51222 -0.111 0.582 1.827 0.106
F -2.21960 3.75504 2.66332 -0.488 0.270 -1.382 0.085
S -3.39781 1.43790 2.46221 1.361 -3.336 3.598 0.473
O -3.35796 1.50278 3.96378 0.137 1.283 -2.248 -0.391
O -4.70128 1.02903 2.03459 -1.292 0.699 -1.183 -0.340
O -2.32451 0.58095 1.96000 -0.179 1.469 -0.408 -0.364
C 1.57844 -3.23387 -4.02967 -0.864 0.689 3.659 -0.667
F 0.55693 -3.29214 -4.86008 -0.108 0.092 -1.508 0.117
F 2.10938 -4.47207 -3.94074 0.658 0.138 -0.919 0.078
F 2.48360 -2.30855 -4.39283 -0.067 -0.942 -0.823 0.110
S 0.92589 -2.78806 -2.30286 0.808 -1.246 1.608 0.426
O -0.13858 -3.73703 -2.03063 -0.403 0.112 -1.089 -0.338
O 2.05207 -3.04605 -1.42996 0.660 0.036 -0.591 -0.326
O 0.57505 -1.40606 -2.41914 -0.635 0.679 -0.545 -0.349
C 0.68785 -4.72514 2.05297 -0.489 1.769 -1.258 -0.548
F 0.47024 -5.71767 2.97662 0.435 0.274 -1.523 0.057
F 1.91667 -4.81350 1.45517 -1.256 -0.565 1.390 0.087
F -0.20852 -4.77765 0.99446 1.003 -0.746 2.018 0.071
S 0.42950 -3.04667 2.92089 0.567 2.912 2.247 0.522
O 1.45283 -2.91849 4.01843 -0.983 -1.243 -1.975 -0.410
O 0.65836 -2.05846 1.85374 -0.547 -1.588 0.776 -0.363
O -0.91746 -3.06389 3.52569 1.233 -0.903 -1.416 -0.358
C -3.61644 2.92009 -3.49490 1.697 -0.876 3.865 -0.719
F -4.32686 3.24498 -2.35548 0.296 -0.156 -0.657 0.070
F -4.42108 2.32179 -4.28897 -1.786 -1.296 -1.819 0.160
F -3.22473 4.03479 -4.02379 0.484 1.802 -1.046 0.143
S -2.08568 1.86324 -3.03126 4.968 -0.189 -0.020 0.541
O -2.46775 0.84669 -2.05825 -1.158 0.623 -0.508 -0.372
O -1.59828 1.30186 -4.31613 -1.909 1.060 1.104 -0.353
O -1.07319 2.78875 -2.43932 -2.781 -0.641 -1.121 -0.339
C 2.79156 0.89368 3.58685 -1.134 0.420 -1.306 -0.525
F 2.74339 -0.37187 3.14901 0.304 1.934 1.051 0.154
F 3.12067 0.98738 4.91232 -0.325 -0.391 -1.339 0.087
F 3.69856 1.61536 2.87396 -0.815 -0.912 0.919 0.105
S 0.99588 1.79475 3.30983 1.052 -0.227 -1.645 0.649
O 0.07771 1.13091 4.24953 0.306 0.089 -0.893 -0.119
O 1.19999 3.16722 3.80978 -0.093 -1.340 -0.910 -0.221
O 0.65353 1.63930 1.84105 0.654 0.489 4.126 -0.191
C 4.65537 1.16720 -1.39011 -5.474 -0.263 0.430 -0.703
F 4.59938 0.10934 -2.20950 0.779 -0.026 0.090 0.116
F 5.29799 0.85776 -0.29081 1.527 -0.055 0.444 0.134
F 5.14720 2.18299 -2.03973 1.993 1.183 -0.692 0.123
S 2.79744 1.64264 -0.93823 -1.696 -2.208 -0.617 0.486
O 2.38444 0.43280 -0.19592 0.920 1.460 0.051 -0.388
O 2.79236 2.89950 -0.19863 0.947 -0.352 0.013 -0.358
O 2.10047 1.69823 -2.22017 1.281 0.535 0.380 -0.330
O -3.26953 -1.53441 -0.97597 -0.159 -0.726 0.389 -0.056
H -3.06982 -0.65816 -1.30538 0.076 0.594 -0.355 -0.042
H -4.08637 -1.77479 -1.41327 -0.041 -0.009 -0.050 0.015
```
Forces are in eV/Å.

Its spin multiplicity is 2. As for the charge: -4. The calculation puts the HOMO energy (alpha / beta) at 0.78 / 0.78 eV.